Here is a structure of composition C8H8O from the OMol25 dataset. Energies are from the ωB97M-V functional and the def2-TZVPD basis.

Its HOMO energy is -8.93 eV. As for the energy above the lowest of the compared OMol25 structures with the same formula, charge and spin: 188.8 kcal/mol. For the HOMO-LUMO gap, the calculation gives 8.65 eV. The LUMO energy comes out at -0.28 eV.

Geometry as ORCA input:
```
! RIJCOSX wB97M-V def2-TZVPD def2/J DEFGRID3
* xyz 0 1
C 0.1445 -1.8301 -0.9193
C 0.3457 -0.8504 -1.7920
C -0.2701 -1.4712 2.0807
C 1.4962 3.4103 0.1011
C -1.2296 -1.0542 1.2139
C 0.3018 3.6391 0.4929
C -0.9784 -1.1041 -0.2545
C -0.7288 0.0599 -1.1384
O -1.9088 -0.7942 -1.2324
H 0.6274 -2.7650 -0.9320
H 0.8577 -0.6745 -2.6750
H -0.2427 -1.4623 3.1548
H 0.6440 -1.8719 1.7914
H 2.5518 3.7535 -0.0346
H 1.3693 2.3213 -0.2793
H -2.0317 -0.4772 1.4326
H -0.9483 1.1712 -1.0098
*
```